No. 1
# C38H64F3O20Pb

A molecular structure, C38H64F3O20Pb at a distorted geometry (wB97M-V/def2-TZVPD, the OMol25 dataset).

The geometry in ORCA input format:
```
! wB97M-V def2-TZVPD RIJCOSX def2/J DEFGRID3
* xyz 1 1
Pb 4.11 -2.08 -0.59
C 0.88 0.26 -0.53
O 0.24 0.26 0.73
O 2.12 -0.42 -0.35
C 0.05 -0.11 -1.80
F -0.78 0.97 -2.05
F 0.75 -0.36 -2.99
F -0.67 -1.16 -1.62
C 0.64 1.19 1.77
C -0.36 1.08 2.96
H -1.38 1.41 2.78
H -0.49 0.09 3.39
H 0.03 1.68 3.78
H 0.62 2.24 1.46
H 1.64 0.97 2.15
H 1.26 1.23 -0.84
C -2.75 -5.74 -0.65
O -2.45 -4.35 -0.45
C -2.86 -3.57 0.57
O -3.45 -3.96 1.59
O -2.45 -2.34 0.31
C -2.56 -1.18 1.06
H -2.51 -5.95 -1.69
H -3.74 -6.15 -0.45
H -2.14 -6.40 -0.04
H -2.66 -0.28 0.45
H -1.68 -1.10 1.71
H -3.48 -1.21 1.63
C 5.08 2.10 -2.09
O 5.32 2.36 -0.78
C 5.41 1.39 0.13
O 5.49 0.20 -0.18
O 5.44 1.94 1.32
C 5.31 1.09 2.45
H 4.25 2.71 -2.44
H 4.53 1.17 -2.26
H 5.74 2.34 -2.93
H 4.31 0.65 2.49
H 5.50 1.40 3.48
H 6.01 0.25 2.48
C 2.21 5.37 2.08
C 2.03 4.48 3.24
C 0.64 4.73 3.81
O 0.23 6.05 3.21
C 0.86 6.16 1.88
H 2.54 4.95 1.13
H 2.93 6.14 2.35
H 2.92 4.63 3.86
H 2.07 3.43 2.93
H 0.53 4.61 4.89
H -0.07 4.07 3.32
H 1.18 7.20 1.75
H 0.16 5.97 1.07
C 2.23 -1.73 6.45
C 1.77 -3.13 6.25
C 0.46 -3.10 5.47
O 0.17 -1.74 5.40
C 1.39 -1.01 5.49
H 3.28 -1.65 6.18
H 2.19 -1.43 7.50
H 1.69 -3.58 7.24
H 2.53 -3.66 5.67
H -0.43 -3.52 5.94
H 0.53 -3.39 4.42
H 1.37 0.01 5.89
H 1.82 -0.89 4.50
O -1.52 3.88 -5.10
C -1.67 2.65 -5.20
O -2.91 2.24 -5.41
C -2.97 0.92 -5.74
C -1.58 0.30 -5.36
C -0.64 1.43 -5.32
H -3.11 0.86 -6.82
H -3.76 0.49 -5.14
H -1.30 -0.44 -6.10
H -1.67 -0.08 -4.34
H -0.12 1.42 -6.28
H 0.16 1.42 -4.57
O 4.26 -1.34 -3.02
C 3.80 -1.09 -4.11
O 2.76 -1.81 -4.52
C 2.19 -1.32 -5.72
C 2.91 0.01 -5.95
C 4.19 -0.09 -5.17
H 1.10 -1.25 -5.84
H 2.48 -1.87 -6.61
H 2.42 0.88 -5.53
H 3.07 0.21 -7.01
H 4.37 0.87 -4.70
H 5.07 -0.43 -5.72
O -3.59 -3.11 6.86
C -3.80 -2.04 6.30
O -4.31 -1.00 6.90
C -4.22 0.20 6.08
C -4.20 -0.46 4.70
C -3.44 -1.73 4.91
H -3.35 0.74 6.45
H -5.09 0.84 6.11
H -3.76 0.04 3.84
H -5.22 -0.79 4.48
H -2.36 -1.57 4.83
H -3.77 -2.54 4.25
O 2.56 -3.83 -2.06
C 1.52 -4.20 -2.61
O 0.51 -3.32 -2.86
C -0.47 -3.98 -3.60
C 0.05 -5.24 -4.12
C 1.18 -5.60 -3.15
H -0.74 -3.30 -4.41
H -1.33 -4.22 -2.96
H 0.37 -5.14 -5.15
H -0.70 -6.03 -4.17
H 2.12 -5.97 -3.54
H 0.84 -6.17 -2.28
O -6.61 2.18 -2.43
C -5.59 2.83 -2.08
O -5.45 4.18 -2.18
C -4.16 4.58 -1.95
C -3.38 3.27 -1.75
C -4.36 2.19 -1.42
H -4.14 5.18 -1.04
H -3.80 5.12 -2.82
H -2.72 3.33 -0.88
H -2.86 2.82 -2.59
H -4.66 2.01 -0.39
H -4.13 1.21 -1.83
*
```

For the total energy, the calculation gives -3483.18481 a.u. The value obtained for the strongest force on any atom is 5.12 eV/A. As for the HOMO energy: -10.96 eV.

Atomic partial charges in e from the Löwdin method, atoms 1 to 4:
1 Pb 1.722
2 C -0.377
3 O -0.087
4 O -0.385

No. 2
# C3H7Cl2NO3S

A molecular structure, C3H7Cl2NO3S at a distorted geometry (wB97M-V/def2-TZVPD, the OMol25 dataset).

The geometry in ORCA input format:
```
! wB97M-V def2-TZVPD RIJCOSX def2/J DEFGRID3
* xyz 0 1
C -1.02 -1.41 -0.12
C -0.04 -0.26 -0.21
C 1.12 -0.22 0.76
N -0.57 1.04 0.05
O 3.79 0.20 1.21
O 2.92 0.03 -1.18
O 2.47 1.94 0.05
S 2.78 0.34 0.18
Cl 2.96 -2.34 0.01
Cl 1.02 -0.53 2.39
H -0.53 -2.30 -0.25
H -1.44 -1.54 0.93
H -1.68 -1.10 -1.00
H 0.39 -0.20 -1.30
H 2.79 2.33 0.82
H -1.16 1.19 0.83
H 0.21 1.70 -0.12
*
```

For the total energy, the calculation gives -1717.40267 a.u. The value obtained for the strongest force on any atom is 3.19 eV/A. As for the HOMO energy (spin up / spin down): -9.12 / -8.96 eV.

Atomic partial charges in e from the Löwdin method, atoms 1 to 4:
1 C -0.039
2 C -0.528
3 C -0.671
4 N 0.093

No. 3
# C21H41BClNO8P

3 unconnected molecules or ions with the total composition C21H41BClNO8P (wB97M-V/def2-TZVPD, the OMol25 dataset).

The geometry in ORCA input format:
```
! wB97M-V def2-TZVPD RIJCOSX def2/J DEFGRID3
* xyz -1 1
O 4.02 -1.36 4.58
C 3.55 -0.99 3.54
C 3.01 0.40 3.31
C 3.82 1.54 3.96
B 4.86 2.30 2.93
P 6.70 1.66 3.25
O 7.30 1.60 1.69
Cl 7.66 3.45 3.93
N 3.41 -1.95 2.45
C 4.50 -1.97 1.51
C 4.90 -0.87 0.76
C 5.97 -0.97 -0.13
C 6.64 -2.18 -0.28
C 6.25 -3.28 0.47
C 5.19 -3.17 1.36
H 2.88 0.61 2.25
H 1.99 0.36 3.73
H 3.11 2.29 4.33
H 4.34 1.15 4.84
H 4.60 2.10 1.74
H 4.87 3.50 3.14
H 6.77 2.20 1.15
H 2.53 -1.78 1.98
H 4.40 0.08 0.85
H 6.25 -0.10 -0.70
H 7.47 -2.24 -0.98
H 6.77 -4.22 0.36
H 4.89 -4.02 1.95
C -2.58 -3.63 -3.73
O -1.70 -2.70 -3.15
C -2.28 -2.03 -2.05
C -1.20 -1.43 -1.17
O -0.59 -2.37 -0.31
C 0.37 -3.25 -0.88
C 1.71 -2.60 -1.13
O 1.68 -1.81 -2.31
C 2.74 -0.87 -2.31
H -3.49 -3.15 -4.11
H -2.06 -4.10 -4.56
H -2.87 -4.40 -3.01
H -2.89 -2.72 -1.45
H -2.93 -1.22 -2.42
H -1.68 -0.71 -0.50
H -0.47 -0.89 -1.76
H 0.00 -3.71 -1.79
H 0.52 -4.03 -0.13
H 2.48 -3.38 -1.24
H 1.98 -1.97 -0.27
H 2.66 -0.19 -1.46
H 2.68 -0.29 -3.24
H 3.71 -1.37 -2.27
C -4.50 0.89 1.93
O -4.72 1.82 0.89
C -4.07 1.44 -0.31
C -4.68 2.13 -1.50
O -5.90 1.55 -1.95
C -7.06 1.83 -1.19
C -7.64 3.20 -1.44
O -6.92 4.19 -0.74
C -7.14 5.48 -1.26
H -3.44 0.80 2.17
H -5.03 1.25 2.81
H -4.89 -0.10 1.66
H -4.13 0.35 -0.45
H -3.01 1.72 -0.24
H -3.99 2.02 -2.34
H -4.80 3.20 -1.31
H -6.89 1.68 -0.12
H -7.80 1.09 -1.52
H -8.69 3.21 -1.10
H -7.62 3.40 -2.52
H -6.82 5.55 -2.31
H -6.54 6.18 -0.67
H -8.19 5.77 -1.19
*
```

For the total energy, the calculation gives -2307.81910 a.u. The value obtained for the strongest force on any atom is 0.62 eV/A. As for the HOMO energy: -4.09 eV.

Atomic partial charges in e from the Löwdin method, atoms 1 to 4:
1 O 0.101
2 C -0.429
3 C -0.173
4 C -0.266

No. 4
# C10H9Cl3GeN4RbS2Se

A molecular structure, C10H9Cl3GeN4RbS2Se at a distorted geometry (wB97M-V/def2-TZVPD, the OMol25 dataset).

The geometry in ORCA input format:
```
! wB97M-V def2-TZVPD RIJCOSX def2/J DEFGRID3
* xyz -2 2
Rb -1.88 -2.24 -1.89
C 1.51 -1.70 3.38
N 1.37 -0.44 2.72
C 1.84 0.78 3.14
C 1.49 1.70 2.22
N 0.78 1.06 1.21
C 0.70 -0.29 1.54
S 0.01 -1.57 0.79
C 0.25 1.68 0.08
C 0.45 3.05 -0.13
C -0.10 3.63 -1.26
C -0.81 2.84 -2.15
C -0.94 1.49 -1.85
N -0.43 0.93 -0.77
H 2.07 -1.56 4.30
H 2.03 -2.40 2.71
H 0.52 -2.11 3.59
H 2.38 0.88 4.06
H 1.69 2.74 2.23
H 1.01 3.67 0.55
H 0.04 4.69 -1.45
H -1.25 3.25 -3.04
H -1.49 0.84 -2.52
S -6.40 -3.84 0.99
C -5.11 -3.48 0.11
N -4.17 -3.21 -0.53
Cl 0.20 -4.06 -2.72
Ge 1.50 -2.27 -3.33
Cl 3.29 -2.72 -1.93
Cl 2.43 -3.29 -5.18
Se -2.98 1.97 -4.87
*
```

For the total energy, the calculation gives -7285.11171 a.u. The value obtained for the strongest force on any atom is 1.76 eV/A. As for the HOMO energy (spin up / spin down): -1.74 / -1.36 eV.

Atomic partial charges in e from the Löwdin method, atoms 1 to 4:
1 Rb 0.523
2 C -0.075
3 N -0.154
4 C -0.066